[1]
{"formula": "H3INPS", "method": "wB97M-V/def2-TZVPD", "mol_weight_g_mol": 207.0, "e_lumo_ev": [-1.77, -1.42], "gap_ev": [7.216, 7.439], "species": ["N", "P", "S", "I", "H", "H", "H"], "coordinates": [[0.666260, 2.235822, -1.172734], [-0.765593, -0.899223, 1.228580], [-0.245035, 1.030524, -1.600260], [1.291029, -0.224269, -3.003531], [0.323637, 3.088486, -1.297695], [0.674204, -1.448606, 1.162185], [-0.268206, 0.534606, 1.198913]], "atomic_forces_ev_per_a": [[1.6533, -5.2557, 0.2796], [2.3371, 0.9337, -0.2319], [0.7087, 0.8375, -0.1171], [-0.1089, -0.3195, 0.0907], [-2.2886, 4.6788, -0.2999], [-1.8073, 0.7633, 0.0679], [-0.4943, -1.6381, 0.2107]], "lowdin_charge": [-0.462, 0.468, 0.181, 0.323, -0.093, -0.184, -0.233]}

***

[2]
{"formula": "C3H4N2O2", "method": "wB97M-V/def2-TZVPD", "mol_weight_g_mol": 100.1, "e_lumo_ev": 0.51, "smiles": "C1=NOC=NOC1", "gap_ev": 10.081, "species": ["C", "C", "C", "H", "H", "H", "H", "N", "N", "O", "O"], "coordinates": [[-0.168264, -0.641134, 0.949179], [1.209439, 0.993600, -0.948687], [-1.208123, -0.694816, -0.192002], [-0.783816, 0.358163, 1.308357], [-0.216557, -1.331782, 1.872993], [1.662003, 1.857199, -1.198785], [-2.131986, -1.215435, 0.191958], [1.673482, 0.422432, 0.135952], [-1.196766, -0.024781, -1.295772], [1.152299, -0.490908, 0.860223], [0.008289, 0.767463, -1.683416]], "atomic_forces_ev_per_a": [[-4.5012, 1.3057, 2.4612], [-3.5306, -5.1090, 3.6484], [1.5284, -0.1380, -0.1464], [1.9149, -1.4494, 0.1232], [-0.9054, 0.5393, -2.0001], [1.6284, 2.5172, -1.4654], [0.7573, 0.7060, -1.1977], [1.9420, 4.7249, -4.1316], [0.7076, -0.2358, 1.0129], [0.3489, -2.2765, 0.6388], [0.1098, -0.5843, 1.0566]], "lowdin_charge": [-0.221, -0.097, -0.128, 0.180, 0.157, 0.083, 0.136, 0.013, 0.077, -0.100, -0.100]}

***

[3]
{"formula": "C5H8O", "method": "wB97M-V/def2-TZVPD", "mol_weight_g_mol": 84.1, "e_lumo_ev": 1.06, "smiles": "O[C@H]1C[C@H]2C[C@H]21", "gap_ev": 11.039, "species": ["O", "C", "C", "C", "C", "C", "H", "H", "H", "H", "H", "H", "H", "H"], "coordinates": [[-0.897353, 1.906002, 0.082058], [-0.754789, 0.611084, 0.606870], [-1.070732, -0.621404, -0.303346], [0.365474, -1.129929, -0.091226], [1.302448, -0.066600, -0.570105], [0.649883, 0.079609, 0.772078], [-0.367935, 1.948611, -0.726209], [-1.318557, 0.605502, 1.541656], [-1.363060, -0.384822, -1.334085], [-1.832986, -1.266330, 0.140677], [0.629642, -2.166288, 0.096555], [1.008883, 0.512921, -1.447545], [2.372946, -0.124088, -0.425577], [1.276141, 0.095732, 1.658203]], "atomic_forces_ev_per_a": [[-0.0115, 0.0585, -0.2353], [-0.1027, -0.2260, 0.2462], [-0.1426, -0.0169, -0.0921], [-0.0347, -0.2050, 0.0177], [0.1533, 0.1808, -0.0360], [0.0987, 0.2292, 0.3053], [-0.0949, 0.0923, 0.1866], [-0.0405, -0.0647, -0.1552], [0.0858, -0.0424, 0.1284], [0.1165, 0.0524, -0.0856], [0.0450, 0.2489, -0.0657], [0.0451, 0.0631, 0.2611], [0.0204, -0.5909, -0.3936], [-0.1378, 0.2208, -0.0817]], "lowdin_charge": [-0.019, -0.346, -0.079, -0.203, -0.087, -0.186, 0.080, 0.147, 0.113, 0.108, 0.129, 0.104, 0.104, 0.136]}

***

[4]
{"formula": "C4H10N2", "method": "wB97M-V/def2-TZVPD", "mol_weight_g_mol": 86.1, "e_lumo_ev": 1.00, "gap_ev": 7.780, "species": ["C", "C", "C", "N", "C", "N", "H", "H", "H", "H", "H", "H", "H", "H", "H", "H"], "coordinates": [[-0.481207, -0.439708, 0.432521], [0.084944, 0.494659, -0.474290], [-2.034098, 0.816300, -0.125028], [-0.604569, -1.744995, 0.114269], [2.743758, 0.200666, 0.184307], [1.895831, -0.322976, -0.568852], [-0.463659, -0.210072, 1.493505], [-0.463288, -2.440628, 0.830180], [-0.281882, -2.017763, -0.806056], [-0.016794, 0.324043, -1.536862], [0.339867, 1.479928, -0.103453], [-2.153080, 1.451443, 0.750429], [-2.096768, 1.394081, -1.044049], [-2.790938, 0.037394, -0.174431], [2.497012, 0.972841, 0.953900], [3.824872, 0.004788, 0.073906]], "atomic_forces_ev_per_a": [[-2.0263, 2.1694, -0.4782], [3.9218, -1.7305, 0.1059], [-0.2256, -1.2646, 1.1363], [-0.1723, -0.7000, -0.4710], [-0.0901, 0.6486, 0.0316], [-1.1136, 0.8094, -0.5401], [0.0868, 0.0250, -0.1641], [-0.1843, 0.2338, -0.0820], [0.1230, 0.0430, 0.3133], [-0.2534, 0.1922, 0.1015], [-0.2482, -0.0378, -0.1322], [-0.1422, 0.0047, -0.0553], [0.5660, -0.0384, -0.0483], [-0.1382, 0.0179, 0.1802], [0.0847, -0.0872, -0.1595], [-0.1879, -0.2853, 0.2618]], "lowdin_charge": [-0.330, -0.139, -0.030, 0.090, -0.247, -0.054, 0.137, 0.103, 0.105, 0.092, 0.100, 0.029, 0.033, 0.029, 0.044, 0.039]}

***

[5]
{"formula": "C32H30N4O3S", "method": "wB97M-V/def2-TZVPD", "mol_weight_g_mol": 550.7, "e_lumo_ev": -1.57, "gap_ev": 4.715, "species": ["C", "N", "C", "C", "C", "C", "C", "C", "C", "C", "O", "N", "C", "C", "S", "N", "C", "C", "O", "C", "C", "H", "H", "H", "H", "H", "H", "H", "H", "H", "H", "H", "H", "H", "H", "H", "H", "H", "C", "C", "C", "C", "C", "C", "N", "C", "C", "C", "C", "C", "C", "C", "C", "C", "O", "C", "C", "H", "H", "H", "H", "H", "H", "H", "H", "H", "H", "H", "H", "H"], "coordinates": [[-5.376525, 2.935337, -1.914883], [-4.749034, 2.736380, -0.626283], [-5.336775, 3.531662, 0.437244], [-3.554735, 2.061702, -0.481678], [-2.756005, 1.717554, -1.587104], [-1.504157, 1.185685, -1.419296], [-1.038919, 0.848872, -0.131738], [0.386222, 0.320199, 0.072651], [1.450361, 1.236528, -0.373566], [2.741441, 0.682909, -0.691278], [2.938082, -0.536490, -0.868901], [3.827564, 1.557012, -0.841970], [5.142316, 0.931038, -0.873889], [3.785064, 2.935606, -0.669568], [5.147088, 3.870530, -0.334162], [2.507819, 3.442425, -0.792583], [2.418403, 4.916128, -0.708953], [1.375744, 2.698059, -0.319826], [0.444030, 3.338309, 0.115650], [-1.851461, 1.139084, 0.977083], [-3.075404, 1.707501, 0.804742], [-5.150055, 2.101918, -2.581639], [-6.462380, 3.014154, -1.778700], [-5.027075, 3.861849, -2.392086], [-4.771880, 3.431688, 1.363809], [-5.338286, 4.597958, 0.166645], [-6.382490, 3.237401, 0.605655], [-3.140459, 1.884562, -2.585177], [-0.870900, 0.987951, -2.264112], [0.704771, -0.024576, 1.255570], [5.825143, 1.612872, -1.380914], [5.528524, 0.777890, 0.140019], [5.042832, -0.029660, -1.377969], [1.406682, 5.256931, -0.916889], [2.723265, 5.260634, 0.290853], [3.123124, 5.367277, -1.422414], [-1.514416, 0.897504, 1.992060], [-3.726930, 1.858319, 1.664029], [-4.591109, -2.442182, -0.548621], [-4.481684, -2.086876, 0.802862], [-3.222501, -2.009699, 1.400511], [-2.050647, -2.163892, 0.630645], [-0.790138, -1.708375, 1.264278], [0.450925, -1.361133, 0.471533], [1.628380, -2.007474, 1.182318], [1.932558, -1.508595, 2.394492], [3.009166, -1.957205, 3.150071], [3.833974, -2.929536, 2.635317], [3.582366, -3.440253, 1.354983], [2.421148, -2.998947, 0.625438], [2.215071, -3.506750, -0.660295], [3.169189, -4.328299, -1.286084], [4.320789, -4.723184, -0.590999], [4.512631, -4.318545, 0.708305], [-0.703410, -1.678584, 2.488493], [-2.160400, -2.552030, -0.710177], [-3.425841, -2.684811, -1.290206], [-5.571061, -2.486749, -1.022275], [-5.367106, -1.876088, 1.396051], [-3.141558, -1.785418, 2.461260], [0.409913, -1.589323, -0.583942], [1.246795, -0.773903, 2.805169], [3.137234, -1.528288, 4.145579], [4.693806, -3.293216, 3.214769], [1.309974, -3.259249, -1.187113], [2.987540, -4.653420, -2.306664], [5.069076, -5.342429, -1.117822], [5.440485, -4.613299, 1.234245], [-1.253854, -2.767087, -1.278687], [-3.502276, -2.975863, -2.333865]], "atomic_forces_ev_per_a": [[0.3197, 0.0793, 0.1067], [-0.6107, -0.1193, 0.1300], [0.0684, -0.0187, -0.1076], [0.4059, -0.0668, 0.3513], [-0.7897, 0.4226, -0.0431], [0.5931, -1.0080, 1.4261], [0.7936, -0.3089, 0.5811], [0.2089, -0.5082, 5.5897], [2.9739, 0.0285, -1.4539], [-1.8577, 0.1984, -0.5722], [0.1334, -0.1233, 0.4201], [0.9970, 0.7875, 0.4720], [0.1863, -0.0181, -0.0897], [-0.6849, -0.8202, -0.3168], [-0.5493, -0.4241, -0.2943], [1.1081, 0.5944, 0.4689], [0.1119, 0.0591, 0.1231], [-0.3172, -1.5635, 0.2944], [-0.8898, 0.4882, 0.1168], [0.7807, -0.5735, -0.2413], [-1.1968, 0.4640, -0.3179], [-0.2060, 0.0625, 0.0624], [0.2075, -0.0970, -0.0588], [-0.0494, -0.0341, -0.0691], [-0.1900, 0.0468, -0.1793], [0.0346, -0.1076, -0.0058], [0.1947, 0.0006, 0.0860], [0.2370, 0.2004, 0.0074], [0.1609, -0.0334, -0.3031], [-1.3492, 4.1879, -1.0281], [-0.0537, -0.2698, -0.0279], [-0.0475, -0.0220, -0.0715], [0.0836, 0.1917, 0.0504], [0.0277, -0.3261, 0.0329], [-0.1979, -0.1054, -0.2604], [-0.2801, -0.3718, 0.1943], [-0.0364, 0.1090, -0.4688], [0.3055, 0.0253, -0.1365], [0.5916, 0.3460, 0.1661], [0.4708, -0.4218, -0.1493], [-0.1831, 0.1033, -0.4148], [-0.6673, 0.4256, -0.2236], [0.0518, -1.0538, 0.9353], [-0.3740, -0.9295, -3.6150], [-0.0546, 1.4218, 0.1727], [-0.3944, -0.2366, -0.3538], [0.1312, -0.2467, 0.2533], [0.1033, 0.3054, 0.6099], [-0.0750, -0.2203, -0.9808], [1.0082, 0.0908, 0.1094], [0.6204, -0.8669, -0.9174], [-1.3134, 0.8871, 0.9710], [0.5329, -0.2215, -0.1327], [0.1878, 0.0764, 0.1064], [-0.2255, 0.2688, -0.7402], [-0.2393, 0.1389, 0.2208], [-0.0530, -0.1640, 0.2040], [0.2684, -0.0577, 0.0722], [0.1065, -0.1124, -0.1077], [0.1011, 0.1630, -0.2707], [0.2569, -1.6805, 0.1733], [0.2883, -0.0737, -0.2686], [0.0996, -0.1762, -0.4014], [-0.3813, 0.1688, -0.3595], [0.0508, 0.1454, -0.1606], [0.0569, 0.0350, 0.2028], [-0.4598, 0.3950, 0.5185], [-0.7718, 0.2225, -0.2007], [-0.3556, 0.2161, -0.0259], [-0.0041, 0.0253, 0.1399]], "lowdin_charge": [-0.074, -0.202, -0.064, -0.213, -0.022, -0.021, -0.197, -0.060, -0.067, -0.393, -0.012, -0.059, -0.089, -0.716, 0.638, -0.049, -0.094, -0.390, 0.058, -0.046, -0.024, 0.077, 0.086, 0.094, 0.070, 0.091, 0.088, 0.094, 0.120, 0.150, 0.043, 0.088, 0.079, 0.082, 0.079, 0.065, 0.128, 0.101, -0.067, -0.062, -0.010, -0.146, -0.312, -0.121, 0.078, 0.004, -0.001, 0.022, -0.124, -0.107, 0.013, -0.027, -0.072, -0.013, 0.074, -0.017, -0.067, 0.105, 0.105, 0.121, 0.117, 0.135, 0.126, 0.135, 0.102, 0.114, 0.120, 0.127, 0.107, 0.103]}

***

[6]
{"formula": "CHBr2O2S", "method": "wB97M-V/def2-TZVPD", "mol_weight_g_mol": 236.9, "e_lumo_ev": 3.20, "total_charge": -1, "gap_ev": 6.991, "species": ["C", "O", "O", "S", "Br", "Br", "H"], "coordinates": [[-0.349785, -1.794552, 1.131802], [-0.686180, 2.317234, -1.369460], [1.512527, 1.594288, -0.221807], [0.320558, 1.328091, -1.017655], [-1.396700, 0.097655, 0.863885], [-0.086920, -2.243868, -0.766523], [0.686500, -1.298847, 1.379759]], "atomic_forces_ev_per_a": [[1.1020, 1.3670, 0.6924], [1.3327, 0.2222, 0.6296], [-1.2847, 0.7774, -0.5079], [0.0358, -0.7013, -0.3445], [0.0826, -0.4049, 0.6002], [0.3126, -0.5808, -0.5767], [-1.5809, -0.6796, -0.4931]], "lowdin_charge": [-0.939, -0.526, -0.496, 0.623, 0.215, 0.228, -0.105]}

***

ΔE to the lowest compared entry with this formula, charge and spin: 243.6; 744.7; 189.2; 492.0; 312.6; 223.9 (kJ/mol)